This record from the OMol25 dataset describes C23H28N4O3 in the gas phase. The level of theory is ωB97M-V with the def2-TZVPD basis set.

Structure (XYZ):
```
58
Properties=species:S:1:pos:R:3:forces:R:3
O 4.25420 1.12881 1.75385 -0.1 0.0 0.0
O -2.60659 2.81986 2.09550 0.0 0.0 0.3
O 3.94763 1.79563 -2.73267 0.2 -0.1 -0.3
N -3.74290 -0.67252 -0.50581 0.0 0.0 -0.1
N 4.10074 1.40194 -0.49380 0.3 0.1 0.0
N -2.77936 1.87855 0.04215 0.0 -0.1 -0.2
N 2.12210 2.15839 -1.46501 -0.1 0.1 -0.3
C -5.12463 -0.41000 -2.52763 0.1 -0.3 0.2
C 2.88186 -1.34343 -0.63133 0.0 -0.1 0.0
C 0.05852 2.27866 -0.21752 0.0 0.0 0.1
C 0.11333 1.84435 2.15454 -0.1 0.0 0.0
C 3.56815 1.39570 0.79212 0.0 0.1 0.2
C -2.08492 2.32511 1.11707 0.0 0.1 -0.3
C 4.22444 -1.34924 -0.27162 0.1 -0.2 -0.1
C 1.43182 2.05921 -0.28092 0.1 -0.2 0.7
C -4.56045 -1.36818 -1.48321 0.0 0.2 -0.2
C 3.62513 -2.40813 1.80471 0.1 0.0 0.1
C 2.28812 -2.37809 1.44623 -0.1 0.0 0.1
C 1.91779 -1.84987 0.22215 -0.1 0.0 0.0
C -4.20633 1.66241 0.09574 -0.3 -0.1 0.2
C 5.41044 0.79275 -0.67888 0.4 -0.1 -0.1
C 3.43210 1.78296 -1.63885 -0.4 0.2 0.0
C 5.24102 -0.66646 -1.14328 -0.1 0.2 0.1
C 4.58578 -1.89373 0.95341 -0.1 -0.1 -0.1
C -3.28752 -2.68178 0.96178 0.1 0.3 -0.2
C 2.13890 1.70895 0.87333 -0.5 0.1 -0.1
C -0.60054 2.15662 0.99557 0.4 0.0 0.1
C -2.74542 -1.51008 0.13595 0.0 -0.2 0.2
C -4.49149 0.18157 0.40604 0.1 0.4 -0.1
C 1.46888 1.61453 2.09202 0.1 0.0 -0.2
H -4.18489 -0.00696 1.43860 -0.1 0.0 0.0
H 3.91904 -2.82238 2.75757 0.0 0.0 0.1
H 6.20870 -1.16484 -1.08203 0.0 0.0 -0.1
H 2.58944 -0.93419 -1.58961 0.0 0.0 -0.1
H 5.96258 1.36828 -1.42297 0.0 0.0 0.1
H 5.91459 0.83271 0.28739 -0.1 0.0 -0.2
H 1.53652 -2.76513 2.11835 -0.1 0.0 0.1
H -0.42274 1.78255 3.08857 0.0 0.0 0.1
H -5.84601 0.27204 -2.08582 -0.1 0.1 0.0
H -3.82512 -3.38401 0.32960 -0.1 -0.1 0.0
H 0.87588 -1.82500 -0.06545 -0.1 0.0 0.0
H -3.96250 -2.32711 1.73745 -0.1 0.0 0.1
H -0.47665 2.55921 -1.11316 -0.1 0.0 -0.1
H -2.09270 -1.90129 -0.65188 0.1 0.0 0.1
H -4.32200 0.17030 -2.97514 0.1 0.1 -0.1
H -5.56830 -0.00483 0.33658 0.0 0.0 0.1
H 5.62506 -1.90081 1.24691 0.1 0.0 0.0
H -3.92065 -2.09722 -1.98674 0.0 0.0 0.0
H -4.63495 1.94577 -0.86752 -0.1 0.0 0.1
H -2.46312 -3.20706 1.43672 0.1 -0.1 0.1
H 1.63383 2.43958 -2.30478 0.2 -0.1 0.1
H -2.13804 -0.86748 0.78117 0.1 0.0 -0.1
H 2.04258 1.35148 2.96690 0.0 0.0 0.1
H -5.39360 -1.91640 -1.01223 0.1 -0.1 0.0
H -2.30927 1.28953 -0.62946 0.1 0.0 0.1
H -5.62496 -0.97499 -3.31024 -0.1 0.0 -0.1
H -4.61227 2.30042 0.88224 0.0 0.0 -0.1
H 4.90880 -0.66659 -2.18266 0.1 0.0 0.0
```
Positions in Å, forces in eV/Å.

Values from the calculation:
Energy   -36410.94335 eV
Energy above the lowest of the compared OMol25 structures with the same formula, charge and spin   8.7 kcal per mole



This record from the OMol25 dataset describes 8 unconnected molecules or ions with the total composition C5H27NO7 at a distorted geometry. The level of theory is ωB97M-V with the def2-TZVPD basis set.

Structure (XYZ):
```
40
Properties=species:S:1:pos:R:3:forces:R:3
O -1.85102 -3.25158 0.85994 -0.2 0.1 -0.5
O -3.43204 -0.63387 -0.26555 -0.3 0.1 0.2
O -1.41992 -1.40603 3.17707 -0.8 -1.1 0.3
O -1.16211 -2.40221 -1.67686 -0.1 -1.6 -1.2
O 2.74329 1.51679 -2.20940 0.1 -0.3 -0.1
O 0.66108 -0.40155 -3.30103 -0.5 0.2 -0.1
O 2.21536 3.18657 0.01686 -0.3 -0.2 0.1
N -0.21755 1.33989 0.20306 -0.5 -0.2 0.5
C -1.38602 1.28322 1.09421 0.0 0.0 -0.1
C 1.89999 -0.82790 1.77467 0.3 -0.2 0.2
C -0.56138 2.04141 -1.02079 0.4 -0.3 -1.0
C 1.78638 -0.21011 0.38965 -0.6 0.3 0.1
C 0.31753 -0.01212 -0.04379 0.3 0.0 -0.4
H -1.62137 -0.86702 2.40996 0.4 0.3 0.2
H 0.24525 1.86284 -1.73045 0.1 0.3 0.0
H -1.54558 2.19644 1.66743 0.2 0.1 -0.1
H 2.29278 0.74701 0.46025 -0.1 0.2 -0.3
H -1.01600 -1.49184 -1.91728 0.0 0.4 0.9
H 1.46774 2.58876 0.21347 0.0 -0.1 -0.1
H 1.70305 -0.09209 2.55961 -0.2 0.1 -0.2
H 1.52008 -0.37839 -2.86700 0.1 -0.1 -0.1
H -1.24763 0.46491 1.79094 0.3 0.5 0.2
H 1.20087 -1.65300 1.92247 0.1 -0.2 -0.1
H -2.30890 1.04581 0.55915 0.0 0.2 -0.1
H 2.32091 2.32031 -2.52103 -0.1 0.1 -0.1
H 3.17465 1.80253 -1.39756 0.0 0.1 0.1
H 2.28101 -0.72474 -0.43418 0.2 -0.5 0.4
H -1.72254 -2.75480 1.68115 0.2 -0.3 0.3
H -0.51565 -1.31808 3.48254 0.2 0.4 -0.4
H -1.32817 -2.73657 -0.77634 0.1 1.3 0.1
H 0.42410 -1.31115 -3.50445 0.4 -0.1 0.0
H -3.87934 -1.43614 -0.54082 -0.2 -0.2 -0.1
H -0.66773 3.11530 -0.87853 -0.1 0.0 0.2
H 2.09298 3.87501 0.66915 0.2 0.4 0.2
H 0.24505 -0.29118 -1.08997 0.1 0.6 -0.3
H -2.51583 -0.82956 -0.45750 0.3 -0.1 -0.2
H -0.32328 -0.78509 0.38677 0.1 0.1 0.6
H -1.33268 -4.05751 0.88138 0.1 -0.1 0.4
H 2.90733 -1.17723 1.98864 0.1 -0.2 -0.1
H -1.44470 1.66295 -1.55584 -0.3 -0.1 0.4
```
Positions in Å, forces in eV/Å.

Values from the calculation:
Energy   -21445.07217 eV
Energy above the lowest of the compared OMol25 structures with the same formula, charge and spin   43.4 kcal per mole



This record from the OMol25 dataset describes 6 unconnected molecules or ions with the total composition C37H55F14IN6O17PS2 at a distorted geometry. The level of theory is ωB97M-V with the def2-TZVPD basis set.

Structure (XYZ):
```
133
Properties=species:S:1:pos:R:3:forces:R:3
I -4.36138 -1.11920 -6.43812 0.0 0.0 0.2
S 1.63104 2.10805 1.38425 0.1 -0.4 -0.2
S 0.47753 2.04650 -1.91289 -0.2 0.5 0.3
P -2.89292 2.16086 -0.27273 -0.5 1.7 0.2
F 7.46017 -5.08942 -3.58924 0.0 -0.1 -0.1
F 9.92540 -5.17099 -1.97914 0.1 0.0 0.0
F -0.10436 10.49442 5.46403 0.0 0.0 0.1
F 6.72935 -0.83436 0.93685 -0.2 -0.3 -1.2
F 4.03228 -0.47815 0.37871 0.0 -0.3 -0.4
F -3.32548 -8.35217 -0.32304 0.0 0.1 0.0
F -2.50115 7.35463 3.71756 0.0 -0.1 -0.1
F 7.64430 -2.02720 -0.66310 -0.8 0.6 0.3
F 6.32564 -0.35384 -1.17765 0.2 -0.5 0.6
F 3.10383 -2.44810 0.48109 0.2 0.2 -0.3
F 5.45141 -3.25597 -1.26629 -0.1 0.5 0.2
F 2.65608 -2.64162 -2.01685 0.1 0.1 0.2
F 4.27967 -1.29102 -2.57508 -0.1 -0.1 0.2
F 5.45347 -3.02126 0.89688 0.0 0.2 -0.4
O -1.89873 8.30727 7.43205 0.1 0.1 -0.1
O 11.04372 -6.27592 -0.35426 -0.2 -0.3 -0.1
O -2.45835 -5.37693 -1.81688 0.0 -0.1 0.0
O 5.84984 -4.19325 -7.63237 -0.1 -0.1 -0.3
O 5.67272 -3.04308 -5.70598 0.1 -0.1 0.1
O 6.95590 -4.87360 -5.78441 0.2 0.3 0.0
O 11.46340 -7.17733 1.67330 0.2 0.0 0.2
O -1.33761 4.14583 3.25388 -0.1 0.2 0.1
O -2.77978 3.43819 0.44091 0.3 0.2 0.2
O -0.95136 10.32859 7.55344 0.2 -0.3 0.1
O -0.55660 6.22852 3.46530 -0.1 -0.1 -0.3
O -4.05225 -6.21739 -0.51650 -0.1 0.0 -0.3
O 0.88243 4.49080 3.41484 0.2 0.0 0.1
O -3.99716 -4.00852 -0.92807 -0.1 0.0 0.4
O -0.89053 -0.16728 -1.98503 -0.3 -0.2 0.6
O 9.35034 -6.74887 1.02785 0.0 0.1 -0.2
O -2.24278 9.58698 9.25093 -0.2 0.1 0.2
N -2.15095 0.70780 0.49556 0.5 -0.5 -1.0
N -6.56619 0.95450 2.48439 0.1 -0.1 -0.2
N -6.36158 3.03232 1.49256 -0.1 -0.1 0.1
N -1.96949 -1.69481 0.31948 0.3 0.5 0.6
N -7.84132 1.39641 0.54084 0.4 0.5 -0.3
N -3.53572 1.49322 2.31342 0.6 -0.4 -0.2
C -4.14870 -1.38326 -4.31536 0.0 0.2 -0.4
C -2.48176 5.00163 3.39021 -0.2 -0.2 -0.1
C -2.25620 -0.49859 -1.74710 -0.5 0.4 -0.6
C -1.90372 6.35120 3.03283 0.0 0.1 0.2
C 5.33556 -2.34524 -0.27650 0.1 -0.5 0.9
C -4.15848 -0.77561 -0.01390 -0.5 0.6 -0.5
C -2.47330 -1.84255 -2.44661 0.0 0.2 0.3
C -0.62927 0.81466 0.34831 0.1 0.0 0.4
C -2.13668 -6.76916 -1.63222 0.2 0.0 -0.2
C -0.29302 9.64496 6.50426 -0.2 0.3 -0.1
C -3.54311 -5.10376 -1.07111 0.0 -0.1 0.1
C -1.27713 8.54929 6.16605 0.0 -0.2 0.1
C -5.17677 -0.65024 -1.16433 -0.6 0.1 1.0
C 7.30739 -4.19212 -4.59581 -0.2 -0.3 0.0
C 3.27730 -1.48587 -1.66080 0.0 0.6 -0.8
C -6.57468 -0.45947 -0.51756 0.1 0.2 -0.9
C 6.11120 -3.29940 -4.36970 -0.1 0.3 0.1
C -1.75306 9.42516 8.19227 0.0 0.0 -0.2
C -6.89330 1.74483 1.53913 0.0 -0.4 0.4
C 2.38174 3.49734 0.49829 0.5 0.1 0.2
C -0.06619 0.49088 -1.04660 1.2 0.0 -1.0
C -3.46814 -7.33330 -1.19052 0.1 -0.1 0.3
C -2.65270 -0.55628 -0.26027 0.4 -1.8 -0.6
C 1.16182 -0.46251 -0.84185 -0.4 0.0 -0.3
C 8.78846 -6.06438 -0.09414 -0.3 -0.1 0.1
C -7.18026 0.93512 -0.71078 -0.3 0.0 0.7
C 6.12766 -4.05151 -6.49683 -0.1 0.0 0.2
C 10.70060 -6.77585 0.87142 -0.1 0.1 0.0
C -0.13185 2.12370 0.95487 0.2 0.4 0.3
C -2.48838 0.55518 1.95511 -1.6 0.7 1.4
C 3.65294 3.84883 1.27668 -0.5 -0.6 0.0
C -0.21929 4.91140 3.38986 -0.1 0.1 0.0
C 6.53194 -1.34843 -0.29492 0.8 0.1 0.0
C 3.92607 -1.66718 -0.26907 -0.1 -0.5 0.5
C 9.86800 -6.23297 -1.13808 0.1 0.3 0.1
C -2.71913 -1.69664 -3.94161 -0.2 -0.5 -0.2
C 2.34261 -0.28514 -1.77886 0.4 -1.0 0.6
H -2.47809 -2.65467 -4.39336 0.1 -0.1 -0.2
H -3.24715 -2.41408 -1.93831 0.0 0.1 -0.4
H 8.63624 -5.01314 0.15684 0.1 0.1 -0.1
H 2.06641 -0.28244 -2.82491 -0.1 0.2 -0.2
H 3.42489 3.85662 2.33562 0.1 0.3 0.2
H -1.06338 -1.84757 -0.10198 0.1 -0.1 0.0
H 7.83914 -6.50700 -0.38391 0.0 -0.1 0.1
H -3.17411 2.17312 2.96358 -0.2 0.3 0.0
H -0.80051 7.64937 5.78925 0.0 -0.1 0.2
H -5.21284 -1.54961 -1.75921 0.3 -0.1 -0.3
H -1.92149 6.58351 1.96731 0.0 0.1 0.0
H -0.27117 0.04516 1.02242 -0.1 -0.4 0.0
H -4.34899 1.02765 2.69654 -0.3 0.1 0.1
H 4.05504 4.79758 0.95421 0.1 0.2 -0.1
H 0.77596 -1.46196 -1.03094 -0.2 -0.2 0.1
H -2.02456 8.88746 5.45203 0.1 0.2 0.0
H -1.63079 0.68549 2.59738 0.5 0.1 -0.4
H -4.82999 -2.18238 -4.06214 -0.1 -0.2 0.1
H -8.34067 2.25237 0.32693 -0.2 0.0 -0.1
H 0.67803 9.29206 6.85568 0.1 0.1 -0.1
H -4.50869 -0.46304 -3.87978 -0.1 0.2 0.0
H -5.77777 3.20422 0.68664 -0.2 0.2 -0.2
H 6.36158 -2.37451 -3.85725 0.0 0.1 -0.2
H 1.70582 4.34248 0.46043 -0.3 0.1 0.0
H 8.24861 -3.66087 -4.74469 0.1 -0.1 0.1
H -7.25607 -1.16161 -0.98114 -0.2 -0.3 0.2
H -4.31769 -1.75590 0.41637 0.2 -0.2 0.1
H -6.53627 -0.65303 0.54438 0.0 -0.3 0.2
H -1.38006 -6.86597 -0.85378 -0.1 0.0 0.1
H -2.85933 -0.43577 2.15997 0.3 -0.4 -0.5
H -7.96258 0.89872 -1.45624 -0.1 0.1 -0.3
H -2.19423 2.21047 -1.48577 0.0 -0.5 0.1
H -5.82477 3.19297 2.32902 0.2 0.1 0.1
H 9.78960 -7.14911 -1.72558 0.0 0.1 -0.1
H -0.61213 2.29881 1.90859 -0.3 -0.1 0.1
H -6.44762 1.68008 -1.03866 0.2 0.0 -0.2
H -4.99771 0.22027 -1.78336 0.2 0.0 -0.4
H 4.37634 3.05726 1.11013 0.3 0.0 0.0
H -7.14283 0.12206 2.40322 -0.1 0.0 0.3
H -2.51726 -2.53184 0.18673 -0.1 -0.1 0.0
H -1.76503 -7.20861 -2.55270 -0.1 0.2 -0.1
H -2.05323 -0.97516 -4.40517 0.2 0.2 0.1
H -3.28212 4.68984 2.72345 0.2 -0.1 -0.2
H -4.53176 -0.08343 0.73463 0.2 0.2 0.2
H 2.96278 0.56077 -1.51926 -0.1 0.5 -0.1
H 0.38773 1.56980 -3.15933 -0.1 -0.3 0.1
H 1.50854 -0.44657 0.18201 0.1 0.3 0.2
H -4.12545 -7.64233 -2.00404 0.0 -0.1 0.1
H 5.32133 -3.81219 -3.81897 0.1 -0.1 0.0
H -2.83454 4.97716 4.42243 0.1 0.2 0.0
H -1.56081 -2.41773 -2.32185 0.2 -0.1 0.1
H -2.86570 0.20932 -2.31457 -0.1 0.4 0.2
H -4.21991 1.84291 -0.57406 0.2 -0.6 0.1
H -0.39219 2.99031 0.36062 0.2 0.1 -0.2
H 2.67041 3.20340 -0.50065 -0.2 0.0 -0.3
```
Positions in Å, forces in eV/Å.

Values from the calculation:
Energy   -160108.41630 eV
Charge   +1